1.
Here is C14H7F13N2S as an isolated structure from the OMol25 dataset. Energies are from ωB97M-V/def2-TZVPD.

Its gap between HOMO and LUMO is 8.599 eV.

Last column: Mulliken charge in e.
CARTESIAN COORDINATES (ANGSTROEM)
F: 2.91 -3.23 1.01  -0.2299
C: 2.49 -3.42 -0.24  0.6828
F: 1.79 -4.54 -0.29  -0.2498
F: 3.55 -3.53 -1.04  -0.2429
C: 1.57 -2.25 -0.69  0.5011
F: 0.72 -1.99 0.32  -0.2619
F: 0.85 -2.68 -1.75  -0.3066
C: 2.21 -0.91 -1.19  0.5429
F: 2.88 -1.22 -2.32  -0.2970
F: 1.19 -0.09 -1.51  -0.2276
C: 3.22 -0.11 -0.30  0.6892
F: 3.78 0.80 -1.11  -0.2966
F: 4.17 -0.99 0.07  -0.3013
C: 2.75 0.64 0.99  0.4168
F: 3.89 1.18 1.47  -0.3318
F: 2.32 -0.27 1.88  -0.2594
C: 1.67 1.77 0.86  1.0892
F: 1.99 2.70 1.80  -0.3607
F: 1.85 2.38 -0.34  -0.3036
C: 0.25 1.30 1.08  -1.0227
C: -0.80 2.16 0.37  -1.0977
C: -2.07 1.40 0.09  0.5834
C: -2.56 1.37 -1.25  -0.6034
C: -3.69 0.70 -1.60  -0.8389
C: -4.40 0.03 -0.58  0.8945
N: -5.54 -0.67 -0.73  -0.6854
S: -5.92 -1.23 0.71  0.1884
N: -4.72 -0.64 1.60  -0.6758
C: -3.93 0.05 0.76  0.5846
C: -2.74 0.76 1.09  -0.5282
H: 0.12 0.27 0.79  0.3657
H: 0.10 1.33 2.16  0.4307
H: -0.41 2.53 -0.57  0.5719
H: -1.03 3.04 0.98  0.3439
H: -2.01 1.90 -2.01  0.3639
H: -4.07 0.68 -2.61  0.4323
H: -2.40 0.77 2.11  0.4397


2.
Here is C14H8ClNS in the gas phase in a non-equilibrium geometry from the OMol25 dataset. Energies are from ωB97M-V/def2-TZVPD.

The SMILES is C#Cc1cccc2c1Sc1c(Cl)cccc1N2. Its gap between HOMO and LUMO is 8.664 eV. The value obtained for the energy relative to the best compared isomer or geometry (same formula, charge and spin) is 0.000 eV.

Last column: Mulliken charge in e.
CARTESIAN COORDINATES (ANGSTROEM)
C: 3.06 -1.96 2.57  -0.0676
C: 2.80 -1.00 1.90  -0.8605
C: 2.46 -0.07 0.86  0.4869
C: 3.45 0.52 0.05  -0.7258
C: 3.06 1.40 -0.95  -0.5555
C: 1.73 1.70 -1.18  -0.4834
C: 0.73 1.13 -0.40  0.0688
C: 1.12 0.26 0.62  0.5535
S: -0.14 -0.44 1.68  -0.2261
C: -1.53 -0.48 0.55  0.6078
C: -2.50 -1.46 0.73  0.2464
Cl: -2.39 -2.63 2.01  -0.2256
C: -3.60 -1.49 -0.13  -0.4859
C: -3.67 -0.55 -1.14  -0.5112
C: -2.70 0.42 -1.33  -0.4977
C: -1.59 0.46 -0.47  -0.2461
N: -0.63 1.49 -0.68  -0.1996
H: 3.27 -2.86 3.11  0.4258
H: 4.48 0.26 0.25  0.4623
H: 3.86 1.83 -1.55  0.3566
H: 1.50 2.40 -1.98  0.4334
H: -4.35 -2.26 0.02  0.4197
H: -4.53 -0.57 -1.82  0.3383
H: -2.76 1.16 -2.12  0.4267
H: -0.89 2.37 -0.25  0.2588


3.
Here is C14H9Br2F5NO2PtS5Te as an isolated structure in a non-equilibrium geometry from the OMol25 dataset. Energies are from ωB97M-V/def2-TZVPD.

The net charge is -1. Its gap between HOMO and LUMO is 6.532 eV. The value obtained for the energy relative to the best compared isomer or geometry (same formula, charge and spin) is 1.875 eV.

Last column: Mulliken charge in e.
CARTESIAN COORDINATES (ANGSTROEM)
Pt: 0.55 0.07 0.15  1.3608
C: 1.31 0.38 -3.22  -1.3417
C: -0.13 0.29 -2.87  1.0322
C: -1.09 0.22 -3.91  -0.9039
C: -2.42 0.16 -3.65  -0.7721
C: -2.88 0.15 -2.32  0.9468
C: -4.23 0.08 -1.93  -0.0420
Br: -5.60 0.04 -3.25  -0.2526
C: -4.58 0.02 -0.61  -0.3520
C: -3.60 0.02 0.38  -0.2620
Br: -4.11 -0.08 2.19  -0.1861
C: -2.24 0.09 0.08  0.8299
O: -1.31 0.08 0.99  -0.3610
C: -1.90 0.19 -1.31  -0.0819
N: -0.55 0.27 -1.61  -0.2334
H: 1.41 0.78 -4.23  0.4743
H: 1.75 -0.62 -3.19  0.2233
H: 1.87 0.95 -2.50  0.1831
H: -0.72 0.22 -4.93  0.4127
H: -3.14 0.13 -4.46  0.3408
H: -5.62 -0.04 -0.32  0.4251
F: 3.46 -1.88 -1.89  -0.4191
Te: 3.26 -1.54 -0.05  1.4008
F: 1.24 -2.12 -0.51  -0.6682
F: 4.96 -0.66 -0.33  -0.4689
F: 3.87 -3.44 0.02  -0.5492
F: 1.27 -0.76 1.75  -0.5761
O: 2.33 0.14 -0.65  -0.8565
C: -0.66 0.05 4.34  -0.5386
S: 0.08 1.70 4.41  -0.1083
C: 1.63 1.37 3.68  0.1230
C: 1.99 1.63 2.40  0.0900
S: 0.88 2.12 1.13  -0.2834
S: 3.62 1.17 1.94  0.0171
C: 3.92 0.15 3.31  0.1035
S: 5.01 -1.06 3.36  -0.1969
S: 2.82 0.51 4.63  -0.1524
H: -1.71 0.17 4.59  0.2677
H: -0.18 -0.62 5.06  0.3343
H: -0.57 -0.34 3.33  0.0410


4.
Here is C14H9BrN4O3 in the gas phase in a non-equilibrium geometry from the OMol25 dataset. Energies are from ωB97M-V/def2-TZVPD.

The SMILES is [O-][n+]1onc2ccc(/C=N/N=C\c3ccc(O)c(Br)c3)cc21. Its gap between HOMO and LUMO is 6.504 eV. The value obtained for the energy relative to the best compared isomer or geometry (same formula, charge and spin) is 0.140 eV.

Last column: Mulliken charge in e.
CARTESIAN COORDINATES (ANGSTROEM)
O: 3.93 -5.36 0.87  -0.7007
N: 2.74 -5.59 0.72  0.8066
O: 2.20 -6.89 0.65  -0.1982
N: 0.85 -6.75 0.16  -0.5824
C: 0.66 -5.47 0.06  0.6717
C: -0.51 -4.77 -0.29  -0.7108
C: -0.42 -3.38 -0.41  -0.4991
C: 0.79 -2.67 -0.07  0.8233
C: 0.85 -1.17 -0.08  -0.5068
N: -0.26 -0.33 -0.17  -0.6682
N: -0.19 0.79 -0.74  0.2500
C: -0.25 1.96 -1.34  -0.5313
C: -0.75 3.19 -0.72  0.6936
C: -0.66 4.40 -1.41  -0.7473
C: -1.16 5.56 -0.81  -0.5380
C: -1.59 5.60 0.52  0.8088
O: -2.05 6.79 1.03  -0.5058
C: -1.54 4.42 1.26  -0.0684
Br: -2.13 4.33 3.05  -0.2518
C: -1.18 3.21 0.59  -0.3670
C: 1.93 -3.39 0.27  -0.9852
C: 1.83 -4.76 0.35  0.4797
H: -1.49 -5.29 -0.39  0.3622
H: -1.33 -2.82 -0.68  0.3939
H: 1.80 -0.71 -0.01  0.4429
H: 0.07 2.02 -2.38  0.3618
H: -0.28 4.51 -2.44  0.3038
H: -1.14 6.48 -1.37  0.4036
H: -2.28 6.65 1.96  0.2280
H: -1.28 2.29 1.18  0.4530
H: 2.83 -2.85 0.64  0.3783


5.
Here is C14H9Cl2NO4S in the gas phase in a non-equilibrium geometry from the OMol25 dataset. Energies are from ωB97M-V/def2-TZVPD.

The SMILES is O=C(c1cc(Cl)c(O)c(Cl)c1)N1CS(=O)(=O)c2ccccc21. Its gap between HOMO and LUMO is 9.405 eV. The value obtained for the energy relative to the best compared isomer or geometry (same formula, charge and spin) is 1.940 eV.

Last column: Mulliken charge in e.
CARTESIAN COORDINATES (ANGSTROEM)
O: -0.12 -1.15 2.20  -0.5506
C: 0.10 -0.89 1.06  0.2472
C: -0.25 -1.94 0.10  -0.1772
C: -1.27 -1.79 -0.83  -0.1379
C: -1.65 -2.80 -1.80  -0.2117
Cl: -2.87 -2.24 -3.07  -0.2666
C: -0.94 -4.00 -1.84  1.2561
O: -1.15 -4.74 -2.87  -0.5281
C: 0.06 -4.24 -0.93  -0.3588
Cl: 0.88 -5.78 -0.77  -0.1875
C: 0.32 -3.23 0.00  -0.2753
N: 0.43 0.39 0.59  0.1337
C: 0.88 0.58 -0.85  -0.8129
S: 0.72 2.32 -1.35  1.1316
O: 2.04 2.59 -1.94  -0.6350
O: -0.37 2.48 -2.36  -0.6389
C: 0.51 2.77 0.42  0.3784
C: 0.53 4.09 0.82  -0.5254
C: 0.24 4.36 2.26  -0.6224
C: 0.13 3.27 3.06  -0.4480
C: 0.24 1.96 2.60  -0.4463
C: 0.46 1.67 1.26  0.0356
H: -1.79 -0.81 -0.93  0.4750
H: -1.75 -4.36 -3.44  0.2507
H: 0.93 -3.41 0.88  0.4212
H: 0.42 -0.08 -1.57  0.5965
H: 1.94 0.39 -0.92  0.2886
H: 0.79 4.80 0.06  0.4532
H: 0.29 5.34 2.72  0.3803
H: -0.03 3.35 4.15  0.3396
H: 0.27 1.13 3.30  0.4349


6.
Here is C14H9Cl5IrN4S as an isolated structure in a non-equilibrium geometry from the OMol25 dataset. Energies are from ωB97M-V/def2-TZVPD.

The net charge is +2. As for the expectation value of S²: 0.767. Its spin multiplicity is 2. Its gap between HOMO and LUMO (spin up / spin down) is 5.667 / 6.407 eV. The value obtained for the energy relative to the best compared isomer or geometry (same formula, charge and spin) is 0.000 eV.

Last column: Mulliken spin population.
CARTESIAN COORDINATES (ANGSTROEM)
Ir: 1.53 -1.36 -0.50  0.0878
C: -0.21 2.46 -0.56  0.0061
C: -0.02 0.97 -0.37  -0.0320
N: 1.32 0.52 -0.84  0.3902
N: 2.14 1.32 -1.43  0.2587
C: 3.29 0.70 -1.77  0.0803
N: 4.17 1.39 -2.46  0.1995
S: 3.65 -0.95 -1.31  -0.0270
C: -0.07 0.45 1.06  0.0030
C: -0.82 0.96 2.09  -0.0038
C: -0.78 0.32 3.33  -0.0010
C: 0.02 -0.81 3.49  0.0052
C: 0.74 -1.28 2.42  -0.0140
N: 0.69 -0.66 1.23  0.0200
H: -0.30 2.70 -1.62  -0.0003
H: 0.65 2.98 -0.16  0.0022
H: -1.10 2.80 -0.05  -0.0013
H: 3.97 2.34 -2.74  -0.0066
H: 5.05 0.98 -2.75  -0.0078
H: -1.42 1.84 1.95  0.0003
H: -1.36 0.70 4.16  0.0003
H: 0.07 -1.32 4.44  0.0004
H: 1.39 -2.14 2.49  -0.0014
Cl: -0.90 0.32 -2.92  0.0020
C: -0.99 -0.02 -1.17  0.0444
C: -0.34 -1.33 -0.95  0.0281
C: -1.03 -2.48 -0.71  -0.0485
Cl: 0.05 -3.80 -0.36  -0.0005
C: -2.41 -2.50 -0.64  0.0072
Cl: -3.23 -3.93 -0.43  0.0040
C: -3.13 -1.24 -0.69  -0.0003
Cl: -4.83 -1.28 -0.50  0.0003
C: -2.47 -0.06 -0.85  0.0033
Cl: -3.31 1.41 -0.90  0.0013